1.
The following is a DFT calculation (ωB97M-V with the def2-TZVPD basis set) of the ion C20H25N6O3 with charge +1.

CARTESIAN COORDINATES (ANGSTROEM)
O 3.138 3.724 0.543
O -2.207 -0.058 -0.738
O -1.191 2.409 2.108
C 2.294 4.236 1.272
C -2.692 -0.131 0.390
C -0.427 1.694 1.453
C 0.882 0.361 -2.229
C -2.110 -3.226 -0.189
C -1.294 -2.625 0.744
C 1.343 1.348 -1.408
C 3.078 0.017 -1.819
C 2.460 -2.851 -0.252
C 2.304 -3.580 -1.511
C 1.362 -2.402 0.477
C 1.037 -3.916 -1.911
C 0.022 -2.776 0.111
C -0.059 -3.541 -1.090
N 1.918 -0.506 -2.374
N -1.402 -3.837 -1.240
N -4.005 -0.438 0.545
N -0.588 0.382 1.429
N 1.012 3.762 1.360
N 2.721 1.219 -1.235
C 2.447 5.489 1.995
C -4.837 -0.480 -0.721
C -1.736 -1.848 1.884
C 0.570 2.426 -0.776
C -1.904 -0.302 1.624
C 0.774 2.410 0.711
H -0.194 0.262 -2.271
H -3.184 -3.184 -0.282
H 4.087 -0.465 -1.733
H 3.465 -2.681 0.127
H 3.208 -3.863 -1.995
H 1.559 -1.984 1.400
H 0.857 -4.404 -2.805
H 1.722 -1.473 -2.493
H -1.825 -4.370 -2.064
H -4.493 -0.510 1.403
H -0.020 -0.020 0.753
H 0.376 4.153 1.965
H 3.299 1.881 -0.863
H 1.503 6.146 1.883
H 2.634 5.321 3.131
H 3.300 6.123 1.516
H -4.684 0.501 -1.180
H -5.819 -0.807 -0.541
H -4.333 -1.272 -1.298
H -2.646 -2.247 2.303
H -1.114 -1.925 2.771
H 0.851 3.381 -1.211
H -0.505 2.518 -1.149
H -2.470 0.192 2.427
H 1.512 1.765 1.053

## Properties
HOMO-LUMO gap: 8.3 eV
DFT total energy: -36223.23335 eV
Total charge: +1

---

2.
The following is a DFT calculation (ωB97M-V with the def2-TZVPD basis set) of a structure of composition C20H25N8Ni2O9.

CARTESIAN COORDINATES (ANGSTROEM)
Ni 3.606 25.254 -35.406
Ni 6.580 27.982 -32.161
N 3.603 28.215 -33.765
O 3.476 27.341 -34.591
O 4.691 28.268 -33.157
O 2.681 28.926 -33.531
N 4.427 26.377 -30.146
O 5.323 27.008 -30.699
O 4.770 25.436 -29.466
O 3.227 26.703 -30.225
N 6.792 26.007 -34.866
O 5.689 25.775 -35.270
O 7.609 25.125 -34.883
O 7.042 26.949 -34.106
N 1.545 26.255 -36.832
C 1.210 25.778 -35.578
C 1.262 24.389 -35.578
C 1.865 24.035 -36.752
C 1.942 25.190 -37.538
H 1.597 27.221 -37.119
H 0.947 26.426 -34.755
H 0.911 23.761 -34.773
H 2.139 23.063 -37.134
H 2.494 25.297 -38.460
N 2.685 30.694 -31.265
C 2.723 32.098 -31.368
C 3.379 32.479 -30.252
C 3.780 31.409 -29.453
C 3.234 30.269 -30.060
H 2.414 29.997 -31.944
H 2.385 32.593 -32.266
H 3.723 33.489 -30.082
H 4.416 31.403 -28.581
H 3.228 29.216 -29.818
N 0.994 28.854 -38.933
C 1.061 29.396 -37.692
C 2.342 29.153 -37.219
C 3.143 28.658 -38.298
C 2.215 28.409 -39.304
H 0.184 28.798 -39.534
H 0.252 29.980 -37.278
H 2.699 29.497 -36.259
H 4.158 28.290 -38.317
H 2.443 27.968 -40.263
N 6.733 30.423 -33.248
C 5.955 30.634 -32.137
C 6.673 30.325 -31.037
C 7.892 29.715 -31.501
C 7.882 29.728 -32.921
H 6.537 30.704 -34.198
H 4.997 31.121 -32.246
H 6.360 30.451 -30.011
H 8.698 29.433 -30.840
H 8.644 29.508 -33.654
N -1.168 31.993 -32.191
C -0.493 30.764 -32.235
C -0.733 30.122 -33.382
C -1.838 30.845 -34.006
C -1.999 32.060 -33.286
H -0.930 32.667 -31.477
H 0.202 30.595 -31.427
H -0.290 29.194 -33.712
H -2.420 30.649 -34.894
H -2.646 32.918 -33.399

## Properties
Multiplicity: 5
HOMO-LUMO gap (spin up / spin down): 5.5 / 3.4 eV
Expectation value of S²: 6.02
DFT total energy: -133556.91092 eV
Total charge: +1

---

3.
The following is a DFT calculation (ωB97M-V with the def2-TZVPD basis set) of the molecule C20H25NO4.

CARTESIAN COORDINATES (ANGSTROEM)
C -0.464 -3.680 -1.239
H 0.120 -4.541 -0.917
O -1.384 -3.434 -0.204
C -2.232 -2.374 -0.328
C -2.297 -1.527 -1.428
C -3.165 -0.448 -1.418
C -3.990 -0.191 -0.335
C -3.946 -1.068 0.746
C -3.081 -2.142 0.755
H -3.038 -2.817 1.595
H -4.598 -0.907 1.593
C -4.867 1.029 -0.302
H -5.893 0.747 -0.055
H -4.868 1.503 -1.285
C -4.376 2.052 0.738
C -2.923 2.419 0.474
O -2.590 3.327 -0.257
N -2.037 1.650 1.151
H -2.377 0.821 1.615
C -0.611 1.731 0.941
H -0.104 1.637 1.906
C -0.116 0.636 -0.017
C 1.381 0.631 -0.121
C 2.045 1.602 -0.846
C 3.431 1.606 -0.921
C 4.176 0.637 -0.272
C 3.507 -0.361 0.469
C 2.125 -0.346 0.535
H 1.601 -1.103 1.099
O 4.310 -1.283 1.072
C 3.706 -2.299 1.831
H 3.138 -1.891 2.674
H 3.047 -2.925 1.219
H 4.525 -2.908 2.211
O 5.537 0.549 -0.283
C 6.260 1.522 -0.993
H 7.309 1.264 -0.859
H 6.082 2.528 -0.597
H 6.018 1.506 -2.062
H 3.919 2.377 -1.495
H 1.484 2.365 -1.364
H -0.563 0.813 -0.997
H -0.468 -0.332 0.348
H -0.404 2.717 0.522
H -4.977 2.958 0.657
H -4.480 1.645 1.745
H -3.189 0.213 -2.272
H -1.668 -1.686 -2.290
H 0.204 -2.826 -1.394
H -0.970 -3.921 -2.179

## Properties
HOMO-LUMO gap: 8.6 eV
DFT total energy: -30825.52634 eV

---

Per-record energy above the lowest of the compared OMol25 structures with the same formula, charge and spin, kcal per mole: 42.8, 21.9, 54.2